[1]
Formula: C31H48BBrN3P2RuS
Source: the Open Molecules 2025 dataset
Level of theory: ωB97M-V/def2-TZVPD

The geometry in XYZ format:
```
88
Properties=species:S:1:pos:R:3
Ru -0.394 0.215 0.013
C 1.135 0.171 -4.131
C 2.156 0.272 -2.994
C 3.457 0.894 -3.512
C 2.463 -1.151 -2.515
P 1.395 1.206 -1.557
C 2.847 1.406 -0.395
N 2.348 1.328 0.950
B 1.057 0.807 1.276
N 1.086 0.520 2.678
C -0.039 -0.101 3.327
P -1.445 0.230 2.149
C -2.685 -1.133 2.524
C -2.695 -1.585 3.989
C -2.308 -2.354 1.680
C -4.089 -0.684 2.099
C -2.089 1.848 2.893
C -3.214 2.479 2.068
C -0.938 2.867 2.926
C -2.604 1.674 4.328
C 2.346 0.825 3.177
C 2.874 0.716 4.449
C 4.205 1.089 4.642
C 4.979 1.554 3.589
C 4.449 1.671 2.303
C 3.132 1.310 2.106
C 1.055 2.990 -2.046
C 2.227 3.786 -2.630
C -0.098 3.042 -3.060
C 0.647 3.670 -0.727
H 1.486 -0.570 -4.853
H 1.013 1.115 -4.660
H 0.158 -0.156 -3.767
H 3.858 0.241 -4.293
H 4.219 0.968 -2.735
H 3.316 1.877 -3.951
H 3.018 -1.664 -3.305
H 1.549 -1.712 -2.336
H 3.070 -1.178 -1.609
H 3.351 2.356 -0.591
H 3.571 0.608 -0.582
H -0.238 0.325 4.313
H 0.104 -1.181 3.446
H -1.713 -1.935 4.313
H -3.383 -2.430 4.077
H -3.032 -0.819 4.680
H -1.312 -2.729 1.913
H -2.352 -2.144 0.614
H -3.029 -3.148 1.890
H -4.499 0.080 2.758
H -4.756 -1.549 2.141
H -4.100 -0.307 1.074
H -2.815 2.971 1.190
H -3.700 3.242 2.682
H -3.976 1.778 1.737
H -0.487 3.000 1.942
H -0.151 2.602 3.631
H -1.354 3.829 3.238
H -3.561 1.155 4.355
H -2.764 2.670 4.747
H -1.906 1.154 4.984
H 2.277 0.337 5.269
H 4.640 1.006 5.630
H 6.010 1.829 3.765
H 5.057 2.033 1.483
H 2.432 3.511 -3.663
H 3.149 3.694 -2.055
H 1.951 4.844 -2.631
H 0.273 2.923 -4.077
H -0.585 4.019 -3.005
H -0.857 2.286 -2.883
H 1.503 3.787 -0.059
H -0.115 3.100 -0.193
H 0.250 4.664 -0.947
S 0.840 -1.761 0.595
C 0.001 -2.557 -0.634
N -0.631 -3.054 -1.467
Br -5.913 1.842 -3.403
C -4.338 1.575 -2.378
C -3.652 2.663 -1.875
C -2.500 2.459 -1.122
C -2.010 1.189 -0.834
C -2.737 0.115 -1.379
C -3.879 0.289 -2.145
H -4.006 3.667 -2.073
H -1.971 3.343 -0.788
H -2.407 -0.912 -1.216
H -4.406 -0.565 -2.550
```

Total charge   0
Gap between HOMO and LUMO (spin up / spin down)   8.2 / 6.8 eV
Multiplicity   2
Relative energy (zero: lowest compared OMol25 entry of this formula, charge and spin)   0.5277 eV

---

[2]
Formula: C22H26N4O2S
Source: the Open Molecules 2025 dataset
Level of theory: ωB97M-V/def2-TZVPD

The geometry in XYZ format:
```
55
Properties=species:S:1:pos:R:3
C 0.797 2.856 -1.476
C 0.422 3.424 -0.104
C 1.614 3.358 0.813
C 2.536 4.393 0.788
C 3.685 4.339 1.554
C 3.940 3.221 2.323
C 3.048 2.157 2.366
C 3.396 0.935 3.154
C 1.859 2.252 1.634
N 0.909 1.208 1.682
C 0.397 0.674 2.812
O 0.652 1.020 3.943
C -0.598 -0.455 2.546
S 0.022 -1.732 1.401
C -0.593 -1.085 -0.089
N -1.137 0.101 -0.200
C -1.532 0.201 -1.511
C -2.191 1.229 -2.171
C -2.466 1.052 -3.511
C -2.100 -0.112 -4.186
C -1.453 -1.150 -3.543
C -1.177 -0.983 -2.197
N -0.580 -1.796 -1.255
C -0.039 -3.111 -1.455
C -0.494 -4.155 -0.423
O 0.332 -4.859 0.121
N -1.818 -4.264 -0.189
C -2.861 -3.527 -0.860
C -2.263 -5.144 0.869
H 1.638 3.406 -1.892
H -0.041 2.926 -2.166
H 1.085 1.810 -1.396
H 0.121 4.467 -0.224
H -0.429 2.877 0.303
H 2.344 5.253 0.162
H 4.388 5.159 1.537
H 4.854 3.160 2.895
H 4.462 0.910 3.363
H 2.853 0.929 4.100
H 3.118 0.032 2.612
H 0.401 1.010 0.826
H -1.514 -0.057 2.109
H -0.813 -0.961 3.486
H -2.478 2.125 -1.644
H -2.977 1.832 -4.055
H -2.332 -0.207 -5.236
H -1.175 -2.047 -4.077
H -0.312 -3.450 -2.458
H 1.055 -3.085 -1.386
H -3.759 -4.144 -0.882
H -3.100 -2.596 -0.337
H -2.589 -3.293 -1.887
H -2.889 -5.942 0.463
H -2.834 -4.580 1.609
H -1.385 -5.580 1.340
```

Total charge   0
SMILES string   CCc1cccc(C)c1NC(=O)CSc1nc2ccccc2n1CC(=O)N(C)C
Gap between HOMO and LUMO   8.9 eV
Relative energy (zero: lowest compared OMol25 entry of this formula, charge and spin)   0.0809 eV

---

[3]
Formula: C42H32F5IrOP2
Source: the Open Molecules 2025 dataset
Level of theory: ωB97M-V/def2-TZVPD

The geometry in XYZ format:
```
83
Properties=species:S:1:pos:R:3
C 1.454 -2.570 -3.202
C 0.311 -2.778 -2.412
C -0.782 -3.489 -2.933
C -0.682 -4.072 -4.198
C 0.462 -3.900 -4.979
C 1.520 -3.132 -4.478
P 0.325 -2.103 -0.708
C -1.152 -2.926 0.030
C -2.335 -2.203 0.225
C -3.399 -2.785 0.918
C -3.359 -4.143 1.249
C -2.236 -4.907 0.935
C -1.127 -4.301 0.327
Ir 0.080 0.101 -0.157
P 0.271 2.335 -0.534
C -0.808 3.038 -1.849
C -0.316 3.777 -2.939
C -1.212 4.377 -3.835
C -2.586 4.150 -3.720
C -3.070 3.323 -2.697
C -2.184 2.756 -1.775
C -0.259 3.243 1.007
C 0.505 3.042 2.168
C 0.122 3.596 3.392
C -1.037 4.375 3.461
C -1.802 4.602 2.315
C -1.392 4.072 1.079
C 1.889 3.168 -0.780
C 3.070 2.411 -0.833
C 4.284 3.053 -1.101
C 4.339 4.442 -1.273
C 3.172 5.200 -1.131
C 1.949 4.570 -0.852
C 1.822 -2.914 0.031
C 2.425 -4.069 -0.512
C 3.518 -4.668 0.131
C 3.959 -4.175 1.359
C 3.350 -3.046 1.914
C 2.364 -2.360 1.197
H 1.423 2.451 2.104
H 0.738 3.415 4.284
H -1.329 4.817 4.415
H -2.713 5.212 2.375
H -1.949 4.317 0.173
H 0.756 3.920 -3.064
H -0.840 5.037 -4.623
H -3.287 4.591 -4.446
H -4.141 3.130 -2.610
H -2.564 2.120 -0.975
H 3.024 1.332 -0.675
H 5.197 2.462 -1.182
H 5.301 4.934 -1.487
H 3.214 6.287 -1.234
H 1.057 5.184 -0.717
H 2.055 -4.505 -1.438
H 4.007 -5.541 -0.315
H 4.779 -4.668 1.890
H 3.634 -2.701 2.908
H 2.008 -1.381 1.530
H -2.406 -1.175 -0.158
H -4.263 -2.172 1.200
H -4.210 -4.598 1.762
H -2.213 -5.978 1.174
H -0.255 -4.907 0.077
H -1.688 -3.629 -2.344
H -1.507 -4.673 -4.576
H 0.529 -4.345 -5.984
H 2.416 -2.983 -5.077
H 2.290 -1.992 -2.804
H -0.070 0.128 -1.773
H 0.992 -0.006 -1.508
F -2.875 -1.424 6.436
C -2.320 -1.084 5.259
C -2.656 0.115 4.632
F -3.383 0.993 5.353
C -2.271 0.343 3.317
F -3.003 1.158 2.502
C -1.111 -0.326 2.792
O -0.320 0.173 1.887
C -0.836 -1.567 3.447
F 0.157 -2.362 2.945
C -1.484 -1.967 4.615
F -1.333 -3.225 5.075
```

Total charge   +2
Gap between HOMO and LUMO (spin up / spin down)   6.6 / 4.6 eV
Multiplicity   5

---

[4]
Formula: C40H42BrN5O3PdS2
Source: the Open Molecules 2025 dataset
Level of theory: ωB97M-V/def2-TZVPD

The geometry in XYZ format:
```
94
Properties=species:S:1:pos:R:3
Pd 0.043 -0.206 -0.616
O -1.545 1.225 -1.351
S -2.974 1.604 -1.575
C -3.574 0.384 -2.864
C -4.900 -0.322 -2.605
C -4.797 -1.850 -2.555
C -4.145 -2.427 -1.299
S -2.385 -2.933 -1.595
O -1.546 -1.683 -1.558
C -2.126 -3.772 0.002
C -2.675 -5.036 0.167
C -2.555 -5.662 1.398
C -1.876 -5.038 2.435
C -1.287 -3.794 2.242
C -1.395 -3.163 1.011
C -3.875 1.107 -0.083
C -5.170 1.571 0.118
C -5.892 1.118 1.212
C -5.305 0.239 2.112
C -3.998 -0.193 1.921
C -3.276 0.242 0.821
H -2.741 -0.315 -2.954
H -3.622 0.988 -3.769
H -5.585 -0.069 -3.414
H -5.378 0.025 -1.689
H -4.270 -2.205 -3.441
H -5.817 -2.235 -2.619
H -4.632 -3.356 -1.008
H -4.167 -1.735 -0.457
H -3.192 -5.531 -0.641
H -2.981 -6.644 1.536
H -1.782 -5.540 3.386
H -0.737 -3.326 3.046
H -0.923 -2.193 0.838
H -5.615 2.274 -0.569
H -6.909 1.448 1.357
H -5.868 -0.103 2.967
H -3.549 -0.881 2.621
H -2.260 -0.109 0.639
C 2.163 -5.747 -1.537
C 2.234 -4.284 -1.787
C 3.166 -3.730 -2.670
C 3.151 -2.372 -2.937
C 2.201 -1.601 -2.292
Br 1.978 0.262 -2.642
N 1.354 -2.083 -1.389
C 1.369 -3.393 -1.147
H 3.159 -6.151 -1.350
H 1.788 -6.264 -2.423
H 1.509 -5.987 -0.701
H 3.888 -4.368 -3.160
H 3.852 -1.933 -3.628
H 0.659 -3.756 -0.415
N 0.399 1.054 3.467
C -0.112 0.987 2.232
N 0.380 -0.027 1.541
C 1.262 -0.677 2.379
C 2.044 -1.816 2.188
C 2.814 -2.245 3.253
C 2.835 -1.555 4.469
C 2.085 -0.409 4.667
C 1.281 0.008 3.614
H 0.156 1.728 4.180
H -0.844 1.679 1.852
H 2.043 -2.337 1.242
H 3.416 -3.134 3.153
H 3.455 -1.920 5.272
H 2.137 0.140 5.593
C 4.812 5.222 -0.055
N 3.978 4.079 0.143
N 2.752 3.921 -0.384
C 2.269 2.627 -0.025
O 1.157 2.203 -0.335
C 3.317 2.051 0.752
C 4.347 2.952 0.824
C 5.664 2.832 1.470
C 2.082 4.897 -1.133
C 1.630 4.564 -2.418
C 1.016 5.529 -3.187
C 0.802 6.811 -2.682
C 1.230 7.130 -1.394
C 1.874 6.188 -0.620
H 4.428 5.850 -0.857
H 5.823 4.894 -0.309
H 4.889 5.830 0.851
H 3.286 1.064 1.168
H 5.722 1.912 2.045
H 5.862 3.675 2.132
H 6.462 2.813 0.727
H 1.826 3.581 -2.821
H 0.732 5.305 -4.204
H 0.303 7.555 -3.284
H 1.040 8.115 -0.995
H 2.160 6.423 0.395
```

Total charge   +4
Gap between HOMO and LUMO (spin up / spin down)   8.3 / 3.4 eV
Multiplicity   5

---

| no. | calculated total energy (eV) |
| --- | --- |
| 1 | -140113.253 |
| 2 | -44128.492 |
| 3 | -81103.170 |
| 4 | -150906.163 |